No. 1
DFT (wB97M-V/def2-TZVPD) results for an isolated ion of composition C27H43F7O3P and charge -1.

Output
Energy relative to the best compared isomer or geometry (same formula, charge and spin), kcal per mole: 0.00
Kohn-Sham gap, eV: 6.93
E_HOMO, eV: -4.462

ORCA input file:
```
! RIJCOSX wB97M-V def2-TZVPD def2/J DEFGRID3
* xyz -1 1
C -4.7421 6.8444 -2.9025
O -5.8469 6.2077 -3.5104
C -6.2202 4.9871 -2.8910
C -5.5102 3.8029 -3.5113
C -5.9470 2.4612 -2.8959
C -4.8118 1.6809 -2.2084
C -5.0335 0.1638 -2.2594
C -4.6732 -0.5840 -0.9710
C -3.2881 -0.2667 -0.4135
C -2.1402 -0.7247 -1.3425
C -1.2283 -1.8063 -0.7331
C 0.3014 -1.5182 -0.8850
C 1.0187 -1.7526 0.4477
P 2.8643 -1.2759 0.7367
C 2.6416 0.3282 -0.4085
C 1.6960 1.2647 0.2333
O 0.6974 1.7129 -0.2825
C 4.6308 -0.6189 1.1765
O 5.5738 -0.6090 0.1122
C 6.5881 0.3403 0.2299
C 3.0836 -2.8124 1.9605
C 2.5115 -2.5055 3.3069
C 3.2314 -1.7873 4.2799
C 2.6794 -1.4618 5.5211
C 1.3648 -1.8343 5.8598
C 0.7588 -1.4672 7.1864
C 0.6438 -2.5678 4.9034
C 1.2011 -2.8964 3.6569
C 3.5341 -2.4410 -0.7239
F 2.6186 -3.4708 -0.8449
F 4.6947 -3.0592 -0.3637
C 3.7476 -2.0528 -2.2217
F 4.0911 -3.2316 -2.8556
F 2.6303 -1.6359 -2.8181
C 4.9063 -1.1310 -2.7037
F 4.8669 -1.1302 -4.0411
F 4.7968 0.1262 -2.3416
F 6.0782 -1.5961 -2.3515
H -4.1094 6.1293 -2.3760
H -4.1375 7.3015 -3.6807
H -5.0693 7.6126 -2.2015
H -7.2964 4.8917 -3.0244
H -6.0298 5.0359 -1.8147
H -5.7650 3.8204 -4.5701
H -4.4338 3.9566 -3.4573
H -6.7450 2.6576 -2.1778
H -6.3730 1.8489 -3.6858
H -3.8979 1.9374 -2.7375
H -4.7231 2.0285 -1.1828
H -4.5039 -0.2632 -3.1078
H -6.0937 -0.0096 -2.4474
H -4.7361 -1.6554 -1.1740
H -5.4486 -0.3720 -0.2326
H -3.2039 -0.7463 0.5592
H -3.2176 0.8058 -0.2525
H -2.5925 -1.1223 -2.2506
H -1.5617 0.1556 -1.6063
H -1.4715 -1.9174 0.3226
H -1.4599 -2.7705 -1.1846
H 0.6512 -2.2259 -1.6282
H 0.3655 -0.5043 -1.2529
H 0.8180 -2.7891 0.7121
H 0.4629 -1.1824 1.1966
H 2.4398 -0.4704 1.8690
H 2.2486 0.1646 -1.4084
H 3.5689 0.8940 -0.4922
H 1.9195 1.5771 1.2653
H 4.4664 0.4134 1.5088
H 5.0682 -1.1198 2.0474
H 7.4473 -0.0485 0.7867
H 6.2402 1.2603 0.7074
H 6.9361 0.5974 -0.7701
H 2.5654 -3.7015 1.6002
H 4.1248 -3.1091 2.0613
H 4.2409 -1.4745 4.0553
H 3.2834 -0.9069 6.2290
H 1.1256 -2.0870 8.0009
H 0.9839 -0.4296 7.4271
H -0.3237 -1.5344 7.1214
H -0.3626 -2.8788 5.1558
H 0.5900 -3.4525 2.9597
*
```



No. 2
DFT (wB97M-V/def2-TZVPD) results for a 5-piece molecular cluster, C27H43N4O12S overall.

Output
Energy relative to the best compared isomer or geometry (same formula, charge and spin), kcal per mole: 0.00
Kohn-Sham gap, eV: 6.69
E_HOMO, eV: -9.482

ORCA input file:
```
! RIJCOSX wB97M-V def2-TZVPD def2/J DEFGRID3
* xyz 1 1
O 4.1930 -3.5455 0.2438
C 4.0409 -2.3394 0.6733
O 2.7367 -1.7593 0.5601
C 2.6706 -0.4007 1.0776
C 1.8933 0.6634 0.1505
C 0.8035 0.0527 -0.8660
C -0.7571 0.3025 -0.3943
N -1.3511 -1.0956 -0.2759
N -1.4880 -1.8632 -1.4214
C -2.0351 -3.1468 -0.9309
N -2.2591 -3.1682 0.5135
C -1.7891 -1.8260 0.9166
N -1.7425 -1.3054 2.1642
S -2.2546 -2.3439 3.4819
H 4.9923 -1.8202 1.0594
H 2.2228 -0.4231 2.1411
H 3.7700 -0.0151 1.1840
H 1.3993 1.4327 0.8751
H 2.7079 1.2717 -0.4281
H 0.8916 0.6423 -1.8735
H 0.9923 -1.0589 -1.1672
H -0.8318 0.8894 0.5954
H -1.3011 0.9083 -1.2103
H -1.2207 -1.5611 -2.3723
H -2.2525 -4.0420 -1.6145
H -1.3911 -0.3407 2.2660
H -1.5009 -3.5169 3.2734
O -4.4077 -5.3809 4.3771
C -3.4476 -6.0255 4.0327
O -2.1873 -5.5176 3.9184
C -1.3195 -6.5229 3.3849
C -1.9975 -7.8365 3.6904
C -3.4638 -7.4719 3.6263
H -1.2080 -6.3527 2.3094
H -0.3378 -6.4504 3.8582
H -1.7144 -8.6368 3.0038
H -1.7433 -8.1576 4.7062
H -3.8595 -7.5527 2.6108
H -4.0568 -8.0685 4.3204
O 1.7787 1.5429 -4.1670
C 2.5337 2.3572 -3.6888
O 3.0275 2.2867 -2.4209
C 3.7968 3.4638 -2.1480
C 4.1964 3.9998 -3.5007
C 3.0251 3.6027 -4.3704
H 3.1716 4.1677 -1.5897
H 4.6655 3.2029 -1.5396
H 4.3952 5.0730 -3.4967
H 5.1012 3.4905 -3.8489
H 2.2323 4.3550 -4.3539
H 3.3375 3.3933 -5.3942
O -1.7976 -1.4909 5.1956
C -1.5993 -0.6328 6.0448
O -1.8643 0.6871 5.8660
C -1.4130 1.4201 7.0108
C -1.3524 0.4101 8.1297
C -0.9935 -0.8645 7.4001
H -0.4325 1.8505 6.7852
H -2.1127 2.2296 7.2287
H -0.6444 0.6800 8.9156
H -2.3413 0.3044 8.5882
H 0.0880 -0.9818 7.2925
H -1.4308 -1.7400 7.8818
O 6.1442 6.8193 -4.0308
C 5.8937 7.0665 -5.1868
O 5.8069 6.1252 -6.1676
C 5.6066 6.7728 -7.4280
C 5.0315 8.1273 -7.0922
C 5.6802 8.4383 -5.7622
H 6.5710 6.8457 -7.9399
H 4.9245 6.1803 -8.0417
H 5.2239 8.8790 -7.8602
H 3.9468 8.0478 -6.9618
H 6.6494 8.9277 -5.8863
H 5.0254 9.0342 -5.1254
O -8.0298 -0.1003 -1.0135
C -7.0723 -0.7478 -1.3564
O -5.8107 -0.2443 -1.4748
C -4.9468 -1.2529 -2.0047
C -5.6262 -2.5616 -1.6932
C -7.0921 -2.1954 -1.7564
H -4.8366 -1.0879 -3.0813
H -3.9639 -1.1866 -1.5330
H -5.3455 -3.3652 -2.3777
H -5.3698 -2.8782 -0.6762
H -7.4894 -2.2800 -2.7709
H -7.6851 -2.7880 -1.0590
*
```



No. 3
DFT (wB97M-V/def2-TZVPD) results for C27H44BrCoNOP2S as an isolated structure.

Output
Energy relative to the best compared isomer or geometry (same formula, charge and spin), kcal per mole: 55.97
⟨S²⟩: 3.84
Kohn-Sham gap (alpha / beta), eV: 7.31 / 4.72
E_HOMO (alpha / beta), eV: -13.496 / -13.370

ORCA input file:
```
! RIJCOSX wB97M-V def2-TZVPD def2/J DEFGRID3
* xyz 2 4
C -0.4202 4.2098 -5.6388
C -0.5643 3.0095 -6.3744
C -0.7422 3.0755 -7.7787
C -0.8298 4.3495 -8.3579
N -0.7453 5.4802 -7.6432
C -0.5321 5.4271 -6.3271
C -0.7397 1.8110 -5.6280
C -1.0253 1.5197 -4.3191
C -1.1993 1.8913 -2.9956
C -0.1934 1.6897 -2.0097
C -0.5832 1.2665 -0.7506
C -1.9574 1.0152 -0.4900
C -2.9333 1.6075 -1.3379
C -2.5481 2.1041 -2.5684
Co -1.3843 0.2258 -5.4177
P 2.3131 -0.2906 -1.5466
H -0.8547 2.1908 -8.4104
H -0.2791 4.2011 -4.5568
H -0.9803 4.4557 -9.4456
H -0.4413 6.3550 -5.7569
H -3.2454 2.5766 -3.2548
H 0.8653 1.8209 -2.2488
H -3.9719 1.6249 -1.0216
H 0.1720 1.0653 0.0201
C 1.9731 -1.7926 -0.5339
C 2.6536 -3.0952 -0.9394
H 0.8762 -1.9024 -0.5730
H 2.2165 -1.5228 0.5050
H 2.4760 -3.8425 -0.1567
H 2.2447 -3.4974 -1.8737
H 3.7383 -2.9838 -1.0451
C 2.8731 -0.9161 -3.1739
C 3.0557 0.2330 -4.1783
H 2.1318 -1.6268 -3.5635
H 3.8190 -1.4604 -3.0671
H 3.3614 -0.1696 -5.1567
H 2.1155 0.7904 -4.3209
H 3.8358 0.9323 -3.8361
C 3.8963 0.3520 -0.8622
C 5.0891 -0.5917 -0.9261
H 3.6756 0.6360 0.1771
H 4.1081 1.2777 -1.4208
H 5.9912 -0.0343 -0.6467
H 4.9851 -1.4218 -0.2213
H 5.2645 -0.9977 -1.9272
Br -2.4858 -0.0572 0.8446
P -1.8761 -1.6298 -4.8192
C -0.0936 -2.0427 -4.6999
C 0.0350 -3.5691 -4.6318
H 0.3724 -1.5573 -3.8243
H 0.4374 -1.6556 -5.5884
H 1.0925 -3.8417 -4.5561
H -0.4972 -3.9781 -3.7651
H -0.3772 -4.0089 -5.5477
C -2.5015 -2.1920 -3.2094
C -3.9010 -2.8312 -3.2711
H -2.5010 -1.3209 -2.5336
H -1.7813 -2.9249 -2.8152
H -4.2851 -2.8902 -2.2466
H -4.5862 -2.2387 -3.8821
H -3.8526 -3.8398 -3.7049
C -3.5059 -0.1243 -5.1760
C -3.4175 0.0932 -6.6686
H -3.5355 0.8204 -4.5595
H -4.3022 -0.7685 -4.8420
H -4.0791 0.9170 -6.9492
H -2.3692 0.3958 -6.8905
H -3.6745 -0.8174 -7.2443
C -0.2827 1.4373 3.1944
S 1.4758 1.4354 2.8326
C 2.0691 0.3465 4.1358
O 1.6635 0.6984 1.5333
H -0.5183 0.5516 3.7946
H -0.8442 1.4067 2.2546
H -0.5077 2.3569 3.7483
H 1.2631 0.1524 4.8509
H 2.4336 -0.5794 3.6787
H 2.8859 0.8797 4.6363
*
```



No. 4
DFT (wB97M-V/def2-TZVPD) results for C27H44HoN3P3Se as an isolated structure.

Output
Energy relative to the best compared isomer or geometry (same formula, charge and spin), kcal per mole: 1.60
⟨S²⟩: 6.08
Kohn-Sham gap (alpha / beta), eV: 5.66 / 4.46
E_HOMO (alpha / beta), eV: -15.552 / -15.217

ORCA input file:
```
! RIJCOSX wB97M-V def2-TZVPD def2/J DEFGRID3
* xyz 3 5
Ho 0.2358 -0.1160 0.4728
P 2.0946 0.8482 -1.8590
P -1.3585 2.0549 1.3377
P -1.6675 0.0964 -1.5588
H 0.1620 -8.7468 -1.3702
C 0.0186 -8.4674 -2.4210
C 1.0354 -8.1288 -3.2274
H 2.0774 -8.2113 -2.9046
C 3.8721 1.1256 -1.6900
C 1.4660 2.5305 -1.5924
C 1.8768 0.5475 -3.6325
C -2.6764 1.4590 2.4792
C -0.6099 3.2675 2.4930
C -2.2251 3.2821 0.2795
C -1.4552 -1.3666 -2.6447
C -1.8957 1.4447 -2.7749
C -3.3867 -0.1686 -0.9767
H -1.0041 -8.5496 -2.8170
H 0.8474 -7.8779 -4.2766
H 4.3607 0.1803 -1.4146
H 4.0605 1.8957 -0.9259
H 4.2473 1.4900 -2.6607
H 1.6179 2.8299 -0.5464
H 0.4120 2.6376 -1.8791
H 2.0801 3.1850 -2.2366
H 2.2207 -0.4688 -3.8759
H 2.5098 1.2824 -4.1532
H 0.8349 0.6807 -3.9499
H -3.0701 2.3029 3.0642
H -2.2407 0.7224 3.1670
H -3.4936 0.9665 1.9396
H -1.2445 4.1595 2.6177
H 0.3697 3.5823 2.1083
H -0.4781 2.7831 3.4710
H -2.6142 4.1005 0.9044
H -3.0513 2.8461 -0.2924
H -1.5054 3.7126 -0.4303
H -2.2113 -1.2981 -3.4401
H -1.5920 -2.2920 -2.0673
H -0.4479 -1.3729 -3.0838
H -2.7558 1.1691 -3.4012
H -1.0040 1.5674 -3.4026
H -2.1027 2.3942 -2.2646
H -4.0215 -0.2267 -1.8735
H -3.7216 0.6567 -0.3331
H -3.4297 -1.1065 -0.4048
C -1.2722 -3.6899 0.4027
C -0.1721 -4.0442 -0.4112
C -0.2124 -5.2046 -1.1844
C -1.3422 -6.0272 -1.1306
C -2.4506 -5.6874 -0.3505
C -2.4313 -4.5052 0.3869
Se -1.1865 -2.1761 1.5469
H 1.7542 -0.4802 -1.1220
H 0.7157 -3.4097 -0.4191
H 0.6332 -5.4819 -1.8219
H -1.3520 -6.9555 -1.6880
H -3.3189 -6.3508 -0.3171
H -3.3018 -4.2157 0.9742
N 4.1437 6.8481 8.0795
C 3.8533 5.9622 7.3717
C 3.5118 4.8834 6.5049
C 4.2871 3.7185 6.4684
C 3.9983 2.6895 5.5710
C 2.8692 2.7959 4.7596
C 2.0136 3.9003 4.8729
C 2.3679 4.9727 5.7037
N 2.6932 1.8452 3.7001
C 3.6521 1.4910 2.7422
C 3.0396 0.7041 1.8252
N 1.6780 0.6310 2.1314
C 1.5386 1.2827 3.3099
H 5.1353 3.6193 7.1384
H 4.6156 1.7878 5.5044
H 1.1012 3.9484 4.2682
H 1.7404 5.8715 5.7253
H 4.6444 1.8999 2.7310
H 3.4588 0.1530 0.9936
H 0.6522 1.3151 3.9333
*
```



No. 5
DFT (wB97M-V/def2-TZVPD) results for a 7-piece molecular cluster, C27H44NO26S6 overall.

Output
Energy relative to the best compared isomer or geometry (same formula, charge and spin), kcal per mole: 0.00
Kohn-Sham gap, eV: 3.95
E_HOMO, eV: -2.186

ORCA input file:
```
! RIJCOSX wB97M-V def2-TZVPD def2/J DEFGRID3
* xyz -1 1
C 2.2185 5.1837 -0.2401
C 1.0203 4.0803 -0.4559
N 0.4091 3.6877 0.6875
C 0.6113 3.5753 -1.9254
C 1.2841 2.1230 -2.3296
C 0.8176 1.0031 -1.2520
C -0.8061 0.8606 -1.4397
O -1.3327 -0.4022 -0.9119
C -1.6370 -0.1065 0.4807
O -1.0020 -0.8301 1.3372
C 2.8824 2.3906 -2.2804
C 3.6775 1.5605 -1.1563
C 3.5994 1.7747 0.3993
C 4.4742 0.9129 1.4265
C 5.4625 -0.2007 0.9047
C 5.5622 -0.4488 -0.6679
C 6.5884 -1.5553 -1.2366
C 4.6852 0.4171 -1.6567
H 3.1192 4.7092 0.3242
H 1.8475 6.1373 0.2883
H 2.5905 5.4317 -1.3174
H 0.8804 4.1760 1.4794
H -0.5384 3.5522 -2.0317
H 1.0521 4.3466 -2.6829
H 1.2280 -0.0607 -1.5023
H 0.9732 1.3047 -0.1513
H -1.3380 1.8078 -1.0493
H -0.9640 0.8687 -2.5961
H -2.3586 0.7373 0.7929
H 3.1682 3.5170 -2.2187
H 3.3058 2.0355 -3.3108
H 2.9018 2.5651 0.8461
H 4.4286 1.1062 2.5663
H 6.1445 -0.8487 1.5584
H 6.9508 -1.2458 -2.3010
H 6.1954 -2.6362 -1.1934
H 7.5469 -1.5002 -0.5730
H 4.7542 0.2354 -2.7883
C -4.5220 3.2952 -4.7027
C -4.0207 2.3699 -3.6022
O -2.6075 2.3149 -3.7795
S -2.0872 3.7394 -4.3616
O -1.6000 4.5201 -3.2612
O -1.3133 3.4933 -5.5429
O -3.5443 4.3286 -4.8085
H -4.5719 2.7721 -5.6627
H -5.5003 3.7220 -4.4707
H -4.4550 1.3715 -3.6686
H -4.2223 2.7888 -2.6112
C 1.5854 -3.0044 0.2966
C 0.9058 -3.1660 1.6474
O 0.6622 -4.5695 1.7759
S 1.8433 -5.3818 1.0146
O 2.8176 -5.7809 1.9920
O 1.2391 -6.3053 0.0966
O 2.4527 -4.1362 0.1722
H 0.8570 -3.0416 -0.5186
H 2.1563 -2.0764 0.2300
H -0.0272 -2.6049 1.7129
H 1.5705 -2.8629 2.4625
C -4.4842 7.7678 -1.0592
C -3.8121 8.8699 -1.8670
O -3.3347 8.2271 -3.0472
S -4.3444 7.0117 -3.4350
O -5.2553 7.4873 -4.4387
O -3.5745 5.8101 -3.5883
O -5.1422 6.9412 -2.0197
H -3.7447 7.1567 -0.5334
H -5.2041 8.1637 -0.3408
H -2.9902 9.3403 -1.3258
H -4.5347 9.6352 -2.1676
C -2.8659 -5.5614 -0.6055
C -3.4017 -4.9251 -1.8811
O -3.7736 -3.5986 -1.5080
S -2.7760 -3.0802 -0.3320
O -1.7429 -2.2868 -0.9354
O -3.5741 -2.6179 0.7679
O -2.1415 -4.5276 0.0590
H -3.6826 -5.8805 0.0493
H -2.2136 -6.4117 -0.8115
H -4.2581 -5.4651 -2.2872
H -2.6210 -4.8547 -2.6446
C -5.4178 -6.3621 4.3890
C -5.3976 -6.0440 2.9011
O -5.3545 -7.3133 2.2494
S -6.1621 -8.3978 3.1507
O -7.4903 -8.5219 2.6217
O -5.3064 -9.5250 3.3781
O -6.2412 -7.5219 4.5167
H -4.4170 -6.6129 4.7524
H -5.8226 -5.5399 4.9812
H -4.5377 -5.4355 2.6174
H -6.3179 -5.5380 2.5938
C 5.7821 -1.7549 5.4130
C 7.2603 -2.0399 5.6394
O 7.9495 -1.1127 4.8021
S 7.0769 0.2549 4.6957
O 7.6020 1.1980 5.6418
O 6.8879 0.5643 3.3096
O 5.6848 -0.3361 5.2890
H 5.4322 -2.2033 4.4785
H 5.1626 -2.1085 6.2388
H 7.5305 -3.0649 5.3829
H 7.5471 -1.8370 6.6760
*
```



no.,strongest force on any atom (eV/A),electronic energy (Eh)
1,1.34,-2320.6526
2,8.40,-2574.2653
3,6.13,-6221.9722
4,3.04,-5591.9804
5,7.49,-5454.7312